Entry from OMol25: one molecule with the formula C2H3N3O at a distorted geometry (ωB97M-V with the def2-TZVPD basis set).

Structure (ORCA input):
```
! wB97M-V def2-TZVPD RIJCOSX def2/J DEFGRID3
* xyz 0 1
N 2.344 1.144 1.161
H -2.336 -0.566 0.314
C 0.818 0.198 -0.478
N -1.512 -0.037 0.071
H 1.157 0.198 -1.505
H -1.585 0.952 -0.096
N 1.639 0.682 0.395
O -0.200 -1.881 0.171
C -0.325 -0.690 -0.034
*
```

Computed properties:
Kohn-Sham gap in eV: 9.433
E_HOMO in eV: -8.8


Entry from OMol25: one molecule with the formula C2H3N3O (ωB97M-V with the def2-TZVPD basis set).

Structure (ORCA input):
```
! wB97M-V def2-TZVPD RIJCOSX def2/J DEFGRID3
* xyz 0 1
H 0.793 -1.529 -1.536
H -0.223 1.449 2.187
H -0.970 0.280 -1.887
C 0.567 -1.125 0.434
N -0.177 0.273 -1.242
N 0.298 -0.992 -0.850
N -0.435 0.924 -0.083
O 0.103 0.543 2.138
C 0.050 0.164 0.860
*
```

Computed properties:
Kohn-Sham gap in eV: 9.975
E_HOMO in eV: -9.2


Entry from OMol25: one molecule with the formula C2H3N3O at a distorted geometry (ωB97M-V with the def2-TZVPD basis set).

Structure (ORCA input):
```
! wB97M-V def2-TZVPD RIJCOSX def2/J DEFGRID3
* xyz 0 1
O -0.260 -1.544 -0.963
N 2.045 1.883 1.066
N 1.516 1.035 0.530
C -0.178 -0.411 -0.256
C 1.119 0.012 -0.136
H 0.714 -1.626 -1.114
H -1.381 0.950 0.698
H -2.224 -0.381 -0.017
N -1.352 0.082 0.190
*
```

Computed properties:
Kohn-Sham gap in eV: 9.046
E_HOMO in eV: -8.4


Entry from OMol25: one molecule with the formula C2H3N3O at a distorted geometry (ωB97M-V with the def2-TZVPD basis set).

Structure (ORCA input):
```
! wB97M-V def2-TZVPD RIJCOSX def2/J DEFGRID3
* xyz 0 1
N 0.066 -1.316 -0.794
O 1.784 0.147 -0.614
N -0.462 1.094 1.426
H 0.645 -1.982 -1.283
H -0.867 -1.576 -0.521
C -0.380 0.849 0.158
H -0.804 1.606 -0.488
C 0.618 -0.131 -0.418
N -0.599 1.309 2.535
*
```

Computed properties:
Kohn-Sham gap in eV: 9.411
E_HOMO in eV: -8.8


Entry from OMol25: a 2-piece molecular cluster, C2H3N3O2 overall at a distorted geometry (ωB97M-V with the def2-TZVPD basis set).

Structure (ORCA input):
```
! wB97M-V def2-TZVPD RIJCOSX def2/J DEFGRID3
* xyz 0 1
O -1.778 -1.322 0.513
N 0.296 1.514 0.192
C 1.451 -1.536 -0.565
O -1.602 0.143 -1.106
C -0.140 0.304 0.529
H -0.030 1.946 -0.631
N -1.219 -0.377 -0.056
H 0.128 -0.311 1.414
N 1.960 -2.385 -1.137
H 0.934 2.022 0.847
*
```

Computed properties:
Kohn-Sham gap (alpha / beta) in eV: 6.855 / 6.866
E_HOMO (alpha / beta) in eV: -9.8 / -9.9


Entry from OMol25: a 2-piece molecular cluster, C2H3N3O2 overall at a distorted geometry (ωB97M-V with the def2-TZVPD basis set).

Structure (ORCA input):
```
! wB97M-V def2-TZVPD RIJCOSX def2/J DEFGRID3
* xyz 0 1
H 1.074 2.398 0.570
O -0.796 -3.102 0.457
C 0.733 0.768 -0.528
C -1.003 -1.975 0.583
O 1.089 -1.425 -1.169
H -0.020 2.607 -0.714
N 1.135 -0.222 -1.025
H -1.864 -0.330 1.312
N 0.766 2.089 -0.344
N -1.113 -0.806 0.857
*
```

Computed properties:
Kohn-Sham gap in eV: 8.887
E_HOMO in eV: -8.6
SMILES: NC#[N+][O-].N=C=O